15
Properties=species:S:1:pos:R:3 method="wB97M-V/def2-TZVPD" spin_multiplicity=1 e_homo_ev=-10.0 e_above_lowest_kj_mol=167.5 e_lumo_ev=0.8941 homo_lumo_gap_ev=10.853 smiles=C[C@H]1[C@@H](C#N)N1C
C 0.244 0.486 0.567
H -1.954 1.112 -0.954
C 0.530 0.120 -0.864
C 1.379 -0.942 -1.383
H -2.695 -0.173 0.047
N 1.899 -1.834 -1.908
N -0.630 -0.394 -0.164
H -0.119 1.516 0.679
H 0.497 0.008 2.667
H 1.919 0.679 1.861
C 1.069 -0.002 1.732
H -2.102 -0.551 -1.583
H 1.449 -1.013 1.556
C -1.911 0.042 -0.682
H 0.424 0.946 -1.573